{"formula": "C2H3P", "method": "ωB97M-V with the def2-TZVPD basis set", "e_above_lowest_kcal_mol": 17.9, "e_lumo_ev": -0.025, "homo_ev": -8.301, "gap_ev": 8.3, "fmax_ha_per_bohr": 0.0845, "spin_multiplicity": 1, "charge": 0, "smiles": "C1=PC1", "symbols": ["H", "C", "H", "P", "C", "H"], "xyz": [[0.91352, -1.20986, 0.11948], [-0.08897, 0.79115, -0.31170], [0.64372, 1.58719, -0.64273], [-1.56625, 0.09464, -0.76049], [0.25476, -0.47080, 0.33075], [-0.15677, -0.79233, 1.26470]], "forces_ev_per_angstrom": [[2.41, -1.70, -1.97], [0.58, -0.09, -0.73], [-1.25, -0.79, 0.44], [2.68, 0.14, 0.99], [-3.98, 1.67, 0.49], [-0.44, 0.77, 0.77]]}



{"formula": "C2H3P3", "method": "ωB97M-V with the def2-TZVPD basis set", "e_above_lowest_kcal_mol": 90.6, "e_lumo_ev": -0.566, "homo_ev": -8.633, "gap_ev": 8.1, "fmax_ha_per_bohr": 0.0907, "spin_multiplicity": 1, "charge": 0, "smiles": "C#P=[PH]=P#C", "symbols": ["P", "P", "H", "C", "H", "C", "H", "P"], "xyz": [[-0.77903, 1.68118, 0.09394], [-0.53812, -1.80796, 0.08813], [-2.08334, 0.01659, -1.57355], [0.97534, -1.14192, 0.18365], [1.80137, -1.26877, 0.83079], [0.79888, 1.16220, 0.23214], [1.77358, 1.52667, 0.27462], [-1.94867, -0.16799, -0.12973]], "forces_ev_per_angstrom": [[1.88, -0.14, 0.02], [1.26, -0.33, -0.40], [0.06, -0.38, 0.80], [-2.47, 3.84, 0.63], [1.09, -0.71, -0.05], [-2.77, -3.71, -0.55], [1.26, 0.87, 0.24], [-0.31, 0.55, -0.69]]}



{"formula": "C2H4", "method": "ωB97M-V with the def2-TZVPD basis set", "e_above_lowest_kcal_mol": 8.4, "e_lumo_ev": 1.402, "homo_ev": -10.096, "gap_ev": 11.5, "fmax_ha_per_bohr": 0.0589, "spin_multiplicity": 1, "charge": 0, "smiles": "C=C", "symbols": ["C", "H", "H", "H", "H", "C"], "xyz": [[0.67934, -0.03129, -0.00278], [-1.49913, -0.77976, -0.00199], [1.33069, -0.89530, 0.05104], [-1.03950, 0.93697, 0.07590], [1.15513, 0.95567, -0.02918], [-0.67054, -0.00497, -0.01318]], "forces_ev_per_angstrom": [[-1.35, 0.07, 0.00], [1.78, 0.47, -0.02], [-0.22, -0.09, -0.22], [-1.36, 2.70, -0.11], [0.05, -0.50, 0.14], [1.11, -2.65, 0.21]]}



{"formula": "C2H49O23", "method": "ωB97M-V with the def2-TZVPD basis set", "e_above_lowest_kcal_mol": 18.1, "e_lumo_ev": 2.034, "homo_ev": -6.167, "gap_ev": 8.2, "fmax_ha_per_bohr": 0.0679, "spin_multiplicity": 1, "charge": -1, "symbols": ["H", "H", "H", "H", "H", "H", "O", "H", "H", "H", "H", "C", "O", "H", "H", "H", "C", "H", "O", "O", "H", "O", "H", "H", "O", "H", "O", "H", "O", "H", "H", "H", "O", "H", "O", "O", "H", "H", "O", "H", "H", "H", "H", "H", "H", "O", "H", "H", "O", "H", "O", "O", "H", "H", "O", "H", "O", "H", "H", "O", "H", "H", "O", "H", "O", "H", "O", "H", "H", "H", "H", "H", "H", "O"], "xyz": [[21.33000, -9.25800, -1.33800], [23.34900, -15.07700, -3.50500], [22.68700, -8.03600, -2.33300], [25.42100, -11.01300, -1.64200], [19.85800, -10.94200, -0.57600], [24.18600, -13.89000, -2.92800], [25.75500, -13.90000, -0.68200], [23.21500, -12.77900, -3.52500], [26.63300, -10.99300, -4.60000], [21.03700, -9.70900, -5.16600], [22.28100, -7.89200, -3.64400], [22.84800, -12.09800, -1.43200], [25.31300, -11.70500, -5.53300], [28.68100, -10.28700, -1.92300], [24.35700, -14.72900, -0.06400], [24.71000, -9.18500, -0.75100], [23.46100, -12.00200, -2.77000], [25.43700, -10.89600, -0.17400], [18.93700, -13.32100, -2.75500], [24.00400, -14.80800, -2.87600], [19.57700, -13.65200, -2.09500], [24.71800, -11.20700, 1.37600], [21.26100, -11.06300, 1.16300], [21.93500, -10.94000, 2.59900], [25.75000, -10.42700, -0.97400], [21.09400, -12.40500, -5.06200], [21.13700, -15.08000, -1.76400], [25.05600, -12.03100, 1.72700], [24.09800, -8.45600, -0.61500], [18.85100, -14.16000, -3.20400], [24.09700, -8.55800, 0.31500], [25.01400, -11.76000, -4.64000], [19.84500, -11.50900, 0.19100], [19.23700, -12.15600, -0.11600], [21.73600, -10.32800, -4.97900], [23.62700, -15.28200, 0.20200], [19.44700, -10.81800, -3.07300], [21.03400, -15.37600, -2.68200], [27.20700, -10.32200, -4.28400], [25.44100, -13.29300, -1.37200], [23.26600, -13.48200, -6.32900], [21.64900, -13.00900, 1.22600], [24.53500, -14.20200, -6.39000], [21.77600, -11.93900, -1.55300], [23.44600, -11.05100, -3.28400], [23.64100, -14.38600, -6.09200], [26.47900, -13.99300, -4.48200], [26.47300, -14.36900, -1.09400], [25.26600, -8.33400, -3.42000], [26.46500, -13.10100, -3.28800], [22.04600, -11.13600, 1.66100], [20.46600, -13.12900, -5.05700], [23.07800, -12.96500, -0.83200], [23.41600, -15.85100, -0.52800], [28.21900, -11.18300, -1.92100], [27.31900, -11.09400, -1.54500], [21.23700, -8.97600, -0.41000], [20.86600, -10.26100, -3.26600], [24.50600, -8.78500, -3.14400], [27.08300, -13.57700, -3.84700], [22.30400, -9.83800, -4.38900], [25.86800, -8.93500, -3.82200], [22.43400, -8.63300, -3.01800], [19.86900, -12.94900, -4.33400], [24.86400, -12.22300, -2.63400], [23.75000, -11.28900, 1.45500], [21.34900, -13.91000, 1.16300], [25.08800, -10.81200, -5.76500], [21.83600, -9.38400, 0.16000], [23.17700, -11.19500, -0.86600], [27.64400, -10.71800, -3.54100], [21.97300, -14.58700, -1.63100], [22.18300, -14.34600, 0.92900], [20.16000, -10.37900, -2.65600]], "forces_ev_per_angstrom": [[0.26, -0.13, 0.94], [-0.26, 0.24, -0.82], [0.93, -0.01, 2.36], [-0.88, -1.42, -2.12], [0.48, 1.05, -0.48], [0.76, 1.61, -0.27], [0.10, 0.09, 0.97], [-1.44, 0.70, 0.30], [-0.49, -1.20, -0.74], [-0.50, 0.30, -0.44], [-0.13, -0.91, -0.39], [-1.44, 2.21, 0.39], [-0.03, -0.43, -1.50], [-1.38, -1.74, 0.38], [1.16, 0.37, -0.67], [1.06, -0.63, -1.36], [3.02, -1.27, -1.22], [0.24, 0.24, 0.23], [0.25, -0.30, 0.65], [0.00, -2.69, 1.06], [0.31, 0.55, 0.25], [-0.07, 0.02, 0.40], [-2.31, 0.01, -0.81], [-0.51, 0.00, -0.39], [0.90, 0.78, 1.77], [0.20, 0.31, 0.10], [-0.49, 0.07, 0.06], [0.27, -0.30, -0.01], [-0.57, 0.62, -0.60], [-0.66, -0.35, -0.65], [-0.61, 0.58, 1.87], [-0.47, -0.68, 1.97], [0.08, 0.65, 0.21], [-0.69, -1.46, 0.19], [-0.11, -0.58, -0.58], [-1.11, -0.32, 1.33], [-0.91, -0.85, -0.82], [0.74, 0.37, 0.33], [0.39, 2.06, -0.50], [-0.43, 0.65, -0.64], [0.19, -1.70, 0.70], [-0.18, 0.73, 0.18], [0.52, -0.34, 0.15], [-0.26, -0.44, 0.40], [-1.12, 0.64, 0.23], [-0.72, 2.06, -0.75], [0.29, 0.09, 0.25], [0.43, -0.38, -0.24], [0.61, 2.45, -0.38], [-0.48, 0.47, 0.31], [2.57, 0.08, 1.44], [0.21, -0.40, -0.80], [0.12, -0.40, -0.23], [0.03, -0.23, -0.64], [1.42, 1.14, -0.18], [0.37, 0.74, 0.25], [-2.38, 1.39, -1.47], [0.74, -0.26, -0.95], [-1.43, -1.21, 0.64], [0.15, -0.63, -0.55], [0.75, 0.15, 0.38], [1.13, -1.27, -0.38], [-0.62, 1.28, -1.69], [-0.16, 0.21, 0.61], [0.66, -0.15, -0.12], [-0.02, 0.12, -0.24], [0.10, -0.42, 0.06], [-0.16, 0.72, -0.53], [1.86, -1.08, 0.78], [-0.06, -0.66, -0.21], [0.58, -0.54, 0.97], [-0.41, -0.43, -0.56], [-0.04, -0.68, -0.13], [-0.34, 0.73, 1.98]]}



{"formula": "C2H4Al", "method": "ωB97M-V with the def2-TZVPD basis set", "e_above_lowest_kcal_mol": 0.0, "e_lumo_ev": 4.112, "homo_ev": -4.733, "gap_ev": 8.8, "fmax_ha_per_bohr": 0.0222, "spin_multiplicity": 1, "charge": -1, "symbols": ["C", "H", "H", "H", "H", "Al", "C"], "xyz": [[-0.46293, -0.28393, -0.73447], [-1.96762, -0.45260, -2.36154], [0.71495, -0.99307, 1.95606], [2.19668, 0.56855, 0.39242], [0.00547, 1.49088, 1.55287], [0.70268, 0.19640, 0.86935], [-1.18924, -0.52623, -1.67468]], "forces_ev_per_angstrom": [[0.63, -0.09, 0.54], [-0.64, -0.28, -0.90], [0.00, -0.22, 0.00], [0.12, -0.03, -0.13], [-0.05, 0.10, -0.02], [-0.28, 0.10, -0.12], [0.22, 0.43, 0.63]]}



{"formula": "C2H4BFO", "method": "ωB97M-V with the def2-TZVPD basis set", "e_above_lowest_kcal_mol": 16.7, "e_lumo_ev": 0.117, "homo_ev": -10.089, "gap_ev": 10.2, "fmax_ha_per_bohr": 0.0665, "spin_multiplicity": 1, "charge": 0, "smiles": "C=C=O.BF", "symbols": ["H", "H", "B", "F", "H", "C", "O", "C", "H"], "xyz": [[-0.81911, -1.09562, 0.72094], [-1.09415, -0.48766, -0.94472], [-0.09907, 1.20592, 0.40366], [-1.38505, 1.06759, 0.77730], [0.67772, 0.98663, 1.13438], [-0.27787, -0.92618, -0.20727], [2.07824, -1.34980, -0.81090], [0.95890, -1.24784, -0.48018], [-0.03961, 1.84696, -0.59321]], "forces_ev_per_angstrom": [[0.85, -0.49, 0.03], [2.47, -1.32, 0.89], [-2.36, 0.62, -2.08], [-0.83, 0.44, 0.81], [2.37, -0.29, 2.10], [-3.18, 0.83, -0.95], [-1.91, -0.19, 0.89], [1.93, 0.43, -1.42], [0.64, -0.03, -0.26]]}



{"formula": "C2H4BFO", "method": "ωB97M-V with the def2-TZVPD basis set", "e_above_lowest_kcal_mol": 17.0, "e_lumo_ev": -0.252, "homo_ev": -11.455, "gap_ev": 11.2, "fmax_ha_per_bohr": 0.0815, "spin_multiplicity": 1, "charge": 0, "smiles": "BCC(=O)F", "symbols": ["H", "B", "O", "H", "H", "C", "F", "C", "H"], "xyz": [[0.37523, -1.40721, 0.29613], [-0.81247, -0.15574, -1.06662], [1.12737, 0.33443, 2.09662], [1.28688, -0.27663, -0.62911], [-1.79400, -0.54922, -0.54533], [0.48255, 0.44970, 1.07206], [-0.46103, 1.50819, 0.99462], [0.40783, -0.41743, -0.09105], [-0.61237, 0.51392, -2.12733]], "forces_ev_per_angstrom": [[0.14, -1.01, 0.29], [0.58, 1.26, -0.01], [-1.66, 0.50, -3.02], [1.96, 0.05, -0.79], [-0.70, 0.02, -0.75], [0.25, 1.07, 4.04], [1.11, -0.98, -0.10], [-1.07, 0.22, -0.94], [-0.61, -1.13, 1.28]]}



{"formula": "C2H4Br2O2", "method": "ωB97M-V with the def2-TZVPD basis set", "e_lumo_ev": [0.333, -2.673], "homo_ev": [-6.656, -10.454], "gap_ev": [7.0, 7.8], "fmax_ha_per_bohr": 0.0923, "spin_multiplicity": 3, "charge": 0, "symbols": ["H", "O", "Br", "C", "C", "O", "H", "H", "H", "Br"], "xyz": [[-0.54477, -1.13806, -0.03620], [-3.31008, 3.63461, 0.00114], [-2.84690, -0.08220, -0.03532], [-2.70340, 2.68133, -0.13624], [-2.00341, 1.61467, 0.11561], [0.42889, -0.81085, -0.02590], [1.01752, 0.67283, 0.24260], [-0.93769, 1.47909, 0.04299], [1.09510, -1.52299, 0.13071], [1.83994, 1.84405, 0.08563]], "forces_ev_per_angstrom": [[2.53, 0.36, 0.15], [-2.85, 3.78, -0.37], [-1.01, -2.44, 0.05], [1.98, -1.30, 1.07], [1.63, -0.08, -1.02], [-1.54, -1.40, 0.04], [0.07, -0.22, -0.07], [0.16, 0.09, 0.25], [-1.27, 0.58, -0.17], [0.30, 0.63, 0.06]]}



{"formula": "C2H4Br2Si", "method": "ωB97M-V with the def2-TZVPD basis set", "e_above_lowest_kcal_mol": 83.6, "e_lumo_ev": [-0.694, -1.152], "homo_ev": [-9.457, -8.278], "gap_ev": [8.8, 7.1], "fmax_ha_per_bohr": 0.0951, "spin_multiplicity": 1, "charge": 0, "symbols": ["Si", "Br", "Br", "H", "C", "H", "H", "C", "H"], "xyz": [[-0.55430, -0.02564, -0.74692], [2.33376, -1.52448, 0.16747], [2.27615, 1.67279, 0.11984], [-1.06330, 0.75069, -1.87839], [1.46849, 0.04493, -0.46270], [-0.47087, -1.34320, -1.11654], [-1.76720, 0.88710, 1.33286], [-1.33538, 0.06607, 0.95943], [-0.88736, -0.52825, 1.62495]], "forces_ev_per_angstrom": [[1.77, 0.88, 1.72], [-0.34, 0.46, -0.23], [-0.14, -0.42, -0.20], [0.04, 0.48, 0.15], [-1.47, 0.67, 0.22], [-0.35, -2.42, -0.78], [-1.80, 2.96, 1.33], [0.83, -0.11, -4.82], [1.46, -2.50, 2.61]]}



{"formula": "C2H4Br3P", "method": "ωB97M-V with the def2-TZVPD basis set", "e_above_lowest_kcal_mol": 11.3, "e_lumo_ev": -0.093, "homo_ev": -9.415, "gap_ev": 9.3, "fmax_ha_per_bohr": 0.0554, "spin_multiplicity": 1, "charge": 0, "smiles": "C[C@@H](Br)P(Br)Br", "symbols": ["H", "H", "H", "C", "P", "Br", "Br", "C", "H", "Br"], "xyz": [[-2.05702, 0.26450, -0.63516], [0.16778, 0.61531, -1.27985], [-1.36587, -1.42609, -0.11716], [-0.08328, 0.56573, -0.16169], [1.65044, -0.22505, 0.93599], [1.61903, -2.40302, 0.15469], [-0.05066, 2.50194, 0.31554], [-1.38109, -0.26139, 0.06969], [-1.68744, -0.19767, 1.12192], [3.18811, 0.56572, -0.40396]], "forces_ev_per_angstrom": [[-0.35, -0.76, 0.72], [-0.06, -0.37, 1.78], [0.59, 2.49, -0.20], [2.29, -1.56, -0.54], [-2.30, 0.06, -1.68], [-0.17, 0.87, 0.35], [-0.42, -1.12, 0.10], [0.43, -0.24, -0.05], [-0.25, 0.39, -0.36], [0.23, 0.25, -0.13]]}



> Which value of charge does entry 9 give?

0